Entry 1:
Formula: C7H6
Source: the OMol25 dataset
Level of theory: ωB97M-V/def2-TZVPD

For the relative energy (zero: lowest compared OMol25 entry of this formula, charge and spin), the calculation gives 468.7 kJ/mol. As for the gap between HOMO and LUMO (alpha / beta): 0.269 / 0.268 Ha. The value obtained for the energy is -270.0576 hartree.

Each line ends with the Löwdin charge.
Atoms and positions in Å:
C1 -2.0365 -0.8968 -0.2482  -0.2728
C2 -1.9315 0.5824 -0.4574  -0.2247
C3 -0.7311 -1.4051 0.0965  0.0905
C4 -2.1518 0.1061 0.9392  0.1549
C5 -0.6424 0.7652 0.2612  -0.1020
C6 0.2169 -0.3754 0.0866  -0.2552
C7 1.6805 -0.4442 0.2349  -0.0363
H1 -2.8731 -1.5112 -0.5242  0.1201
H2 -2.4741 1.2897 -1.0514  0.1339
H3 -0.3434 1.7204 0.6592  0.1267
H4 1.9647 -0.1411 1.2435  0.0956
H5 2.1648 0.2406 -0.4620  0.0872
H6 2.0307 -1.4583 0.0583  0.0822

Forces on atoms 1 to 3 (eV/Å):
0.243 -0.066 -1.038
0.143 -0.674 0.672
-0.183 -1.186 0.285

Entry 2:
Formula: C7H6Br2FNO
Source: the OMol25 dataset
Level of theory: ωB97M-V/def2-TZVPD

Its expectation value of S² is 2.04. As for the gap between HOMO and LUMO (alpha / beta): 0.285 / 0.245 Ha. Its spin multiplicity is 3. The value obtained for the energy is -5648.0348 hartree.

Each line ends with the Mulliken spin population.
Atoms and positions in Å:
C1 1.8518 0.2163 1.6654  -0.0780
C2 1.5999 0.1010 0.3323  0.1663
C3 1.0997 -0.5707 2.5465  0.1799
C4 -0.1614 -1.4186 0.9083  0.1618
C5 0.4109 -0.6038 -0.1067  -0.0639
C6 -2.0620 1.4536 -1.4317  -0.0389
C7 0.0656 -0.5862 -1.4851  0.6100
N1 0.2257 -1.4674 2.1485  -0.0732
O1 -0.7626 1.4513 -1.7218  0.7897
F1 -1.0129 -1.2637 -1.9263  0.0371
Br1 -2.5351 1.3877 0.5108  -0.0001
Br2 1.2646 -0.3742 -2.8837  0.0526
H1 2.6724 0.8702 1.8231  -0.0039
H2 2.2718 0.6109 -0.3696  0.0104
H3 1.2067 -0.6851 3.5437  0.0176
H4 -0.8910 -2.0167 0.4456  0.0096
H5 -2.6353 0.6027 -2.1031  0.1336
H6 -2.6086 2.2927 -1.8960  0.0893

Forces on atoms 1 to 3 (eV/Å):
-0.406 -0.536 -0.504
-1.330 0.038 -1.323
0.663 0.178 -1.884